[1]
11
Properties=species:S:1:pos:R:3:mulliken_charge:R:1 method="wB97M-V/def2-TZVPD" e_tot_ha=-1031.253179 relative_energy_ev=3.4329 homo_ev=-3.2 orbital_gap_ha=0.259 total_charge=-1
C 0.85 1.11 -0.16 -1.290
C 0.56 -0.26 0.30 -0.194
O -1.16 -2.41 -0.08 -0.543
O -1.93 -0.11 -0.80 -0.488
P -0.68 -1.33 -0.97 0.063
Cl 1.98 -1.22 0.73 -0.254
H -0.04 1.61 -0.10 0.368
H 1.02 1.27 -1.14 0.426
H 1.51 1.55 0.48 0.429
H -0.19 -0.25 1.60 0.194
H -1.92 0.05 0.14 0.289

***

[2]
102
Properties=species:S:1:pos:R:3:mulliken_charge:R:1 method="wB97M-V/def2-TZVPD" e_tot_ha=-1906.895817 relative_energy_ev=1.3774 homo_ev=-8.3 smiles=COCCNCCOC.COCCNCCOC.COCCNCCOC.CO.CO.CO.CO.CO orbital_gap_ha=0.310
C 2.35 5.41 8.19 -0.735
O 1.60 4.35 7.54 -0.350
C 0.28 4.79 7.07 -0.527
C -0.35 3.47 6.55 -0.836
N -0.71 2.60 7.70 -0.208
C -2.08 2.80 8.19 -0.706
C -2.16 2.04 9.52 -0.583
O -1.22 2.55 10.42 -0.290
C -1.29 2.05 11.74 -0.782
H 3.38 5.10 8.34 0.244
H 1.93 5.65 9.17 0.285
H 2.34 6.30 7.57 0.303
H 0.38 5.55 6.30 0.502
H -0.18 5.22 7.96 0.327
H 0.30 2.99 5.82 0.306
H -1.26 3.65 5.97 0.407
H -0.13 2.89 8.48 0.275
H -2.82 2.44 7.48 0.416
H -2.38 3.84 8.31 0.351
H -2.03 0.97 9.36 0.342
H -3.17 2.19 9.92 0.429
H -0.32 2.09 12.23 0.241
H -1.56 1.00 11.73 0.322
H -2.06 2.60 12.28 0.275
C 2.72 -1.99 -3.03 -0.813
O 1.57 -2.80 -2.84 -0.223
C 1.62 -3.52 -1.58 -0.646
C 0.15 -3.98 -1.25 -0.517
N -0.38 -4.95 -2.15 -0.461
C -1.83 -5.30 -1.97 -0.650
C -2.36 -5.65 -0.55 -0.635
O -2.43 -4.44 0.27 -0.265
C -3.04 -4.64 1.53 -0.802
H 3.65 -2.56 -3.03 0.322
H 2.81 -1.15 -2.34 0.271
H 2.82 -1.59 -4.04 0.270
H 2.08 -2.97 -0.76 0.414
H 2.16 -4.45 -1.75 0.305
H -0.56 -3.16 -1.17 0.382
H 0.12 -4.40 -0.24 0.297
H -0.12 -4.62 -3.06 0.261
H -2.07 -6.14 -2.63 0.379
H -2.33 -4.38 -2.27 0.358
H -1.83 -6.45 -0.03 0.369
H -3.37 -6.07 -0.66 0.504
H -3.01 -3.69 2.07 0.259
H -2.51 -5.25 2.26 0.324
H -4.05 -5.06 1.46 0.295
C -3.34 -0.15 -6.12 -0.737
O -3.12 -1.00 -7.25 -0.311
C -1.70 -1.28 -7.31 -0.587
C -1.45 -2.42 -8.29 -0.666
N -2.09 -3.66 -7.91 -0.269
C -1.53 -4.81 -8.62 -0.826
C -2.10 -4.97 -10.01 -0.356
O -3.52 -5.22 -9.99 -0.335
C -3.98 -5.56 -11.27 -0.766
H -3.04 -0.67 -5.21 0.296
H -4.39 0.13 -6.03 0.263
H -2.83 0.82 -6.14 0.297
H -1.34 -1.64 -6.34 0.281
H -1.10 -0.42 -7.59 0.395
H -0.37 -2.50 -8.43 0.473
H -1.72 -2.01 -9.27 0.301
H -3.07 -3.61 -8.15 0.251
H -1.71 -5.63 -7.92 0.333
H -0.46 -4.61 -8.70 0.364
H -1.65 -5.82 -10.53 0.428
H -1.86 -4.09 -10.61 0.299
H -3.63 -4.81 -11.99 0.326
H -5.06 -5.48 -11.28 0.260
H -3.67 -6.54 -11.63 0.285
C 5.03 2.42 2.62 -0.518
O 4.69 1.72 1.46 -0.464
H 5.29 1.74 3.43 0.239
H 5.91 3.03 2.39 0.267
H 4.24 3.14 2.85 0.196
H 5.49 1.29 1.16 0.282
C 0.37 -1.67 4.52 -0.507
O -0.30 -1.64 5.78 -0.497
H -0.03 -1.01 3.75 0.214
H 1.43 -1.46 4.66 0.274
H 0.31 -2.70 4.18 0.217
H -0.39 -0.71 6.01 0.292
C -0.33 2.06 -0.03 -0.406
O 0.76 2.94 -0.27 -0.513
H -0.69 2.15 1.00 0.207
H -1.23 2.10 -0.65 0.262
H 0.10 1.09 -0.29 0.144
H 1.61 2.54 -0.09 0.307
C 6.44 4.93 -3.36 -0.485
O 7.85 5.15 -3.55 -0.499
H 5.83 5.84 -3.41 0.248
H 6.03 4.36 -4.20 0.224
H 6.23 4.33 -2.48 0.213
H 8.12 5.89 -3.01 0.300
C 1.36 7.81 0.64 -0.554
O 0.31 6.98 1.06 -0.484
H 1.09 8.86 0.50 0.240
H 2.16 7.88 1.37 0.251
H 1.81 7.44 -0.29 0.229
H 0.58 6.11 0.77 0.313